ORCA calculation (ωB97M-V with the def2-TZVPD basis set) on C2H4N2OS2 in the gas phase.

Structure (XYZ):
```
11
Properties=species:S:1:pos:R:3:forces:R:3:lowdin_charge:R:1
N 1.48081 -1.53625 -0.34120 -0.19 -0.33 -0.04 0.13
C 1.06636 -0.31608 -0.01646 0.03 0.34 0.32 -0.93
S 1.85329 1.10528 -0.25720 -0.06 -0.09 -0.11 0.67
O -0.10307 -0.44331 0.69060 -0.12 -0.01 -0.13 -0.12
N -0.82483 0.72296 0.86384 0.24 0.09 0.07 -0.09
C -1.80665 0.98483 -0.03234 -0.02 0.26 0.22 -0.72
S -2.36561 0.01279 -1.19874 -0.02 -0.02 -0.05 0.65
H 2.32632 -1.66411 -0.85792 0.21 0.16 -0.08 0.11
H 0.84806 -2.31489 -0.25341 -0.06 0.03 0.04 0.12
H -0.23523 1.47614 1.22016 -0.19 -0.17 -0.13 0.11
H -2.23945 1.97263 0.18267 0.16 -0.27 -0.10 0.08
```
Forces are in eV/Å.

For the lowest unoccupied orbital energy, the calculation gives 0.539 eV. As for the energy: -28835.42073 eV. The calculation puts the gap between HOMO and LUMO at 9.3 eV. As for the relative energy (zero: lowest compared OMol25 entry of this formula, charge and spin): 38.3 kcal/mol. The SMILES is NC(=S)ONC=S. For the largest force on an atom, the calculation gives 0.465 eV Å⁻¹.

=====

ORCA calculation (ωB97M-V with the def2-TZVPD basis set) on 2 unconnected molecules or ions with the total composition C6H15NO at a distorted geometry.

Structure (XYZ):
```
23
Properties=species:S:1:pos:R:3:forces:R:3:lowdin_charge:R:1
C 0.74318 2.02981 -1.24364 0.13 0.57 1.55 -0.22
C 1.96817 1.78854 -0.31378 0.09 -0.21 -1.43 -0.34
C -0.35058 2.87020 -0.53560 1.10 0.03 -0.90 -0.64
O -1.53651 2.76977 -0.77636 -0.47 -0.29 0.00 0.00
N 0.12142 3.89291 0.23607 -0.53 0.76 0.65 0.10
H 1.12836 2.61389 -2.08394 -0.15 0.24 -0.02 0.08
H 0.33653 1.12421 -1.68062 -0.27 -0.11 0.30 0.09
H 1.81404 1.21484 0.59776 -0.38 0.01 -0.02 0.02
H -0.55209 4.49927 0.68441 -0.33 -0.30 -0.27 0.07
H 1.03203 4.05422 0.62600 0.51 -0.68 -0.38 0.00
H 2.44130 2.73678 -0.06544 0.08 0.10 0.16 -0.01
H 2.69379 1.26953 -0.95189 0.20 -0.14 0.37 0.02
C -0.67957 -2.35913 0.32819 0.48 0.66 -0.02 -0.34
C -1.24029 -2.38708 1.74855 -0.50 -0.81 -0.05 -0.17
C -0.76495 -3.54772 -0.60966 -0.03 -1.24 0.11 -0.17
H 0.38006 -2.13364 0.46755 0.06 0.09 -0.29 0.08
H -1.11390 -1.49375 -0.17846 0.22 0.07 -0.03 0.09
H -2.28787 -2.08904 1.81287 -0.01 0.13 -0.09 0.06
H -1.20529 -3.39275 2.18262 0.21 0.04 0.02 0.06
H 0.01638 -3.53766 -1.37479 -0.15 0.51 -0.12 0.05
H -0.65167 -1.72169 2.37697 -0.09 0.08 0.08 0.04
H -1.72492 -3.68114 -1.11221 -0.06 0.25 0.01 0.06
H -0.56763 -4.52035 -0.13459 -0.13 0.24 0.39 0.06
```
Forces are in eV/Å.

As for the multiplicity: 2. For the lowest unoccupied orbital energy (spin up / spin down), the calculation gives 3.519 / 3.378 eV. Its expectation value of S² is 0.750. As for the energy: -10001.91047 eV. The calculation puts the gap between HOMO and LUMO (spin up / spin down) at 2.4 / 9.5 eV. As for the relative energy (zero: lowest compared OMol25 entry of this formula, charge and spin): 0.0 kcal/mol. For the largest force on an atom, the calculation gives 1.656 eV Å⁻¹. Its total charge is -1.

=====

ORCA calculation (ωB97M-V with the def2-TZVPD basis set) on C5H10O2 in the gas phase.

Structure (XYZ):
```
17
Properties=species:S:1:pos:R:3:forces:R:3:lowdin_charge:R:1
C 2.29556 0.59477 -0.91431 0.01 0.01 -0.05 -0.06
C 1.24964 -0.17412 -0.14179 0.19 -0.13 -0.04 -0.26
C -0.24178 -0.49187 2.39898 -0.41 -0.06 -0.47 0.05
O -0.91838 0.20604 1.53440 0.05 -0.08 0.37 -0.14
C -1.08882 -0.25533 0.15054 -0.14 -0.15 -0.06 -0.43
C -2.38974 0.29283 -0.37979 0.00 0.02 0.03 0.00
O -0.03627 0.24299 -0.58462 -0.04 0.08 0.03 -0.07
H 2.21043 0.40250 -1.98674 0.04 0.03 0.11 0.08
H 3.29324 0.29930 -0.57424 -0.14 0.04 -0.09 0.08
H 2.17119 1.66662 -0.73419 0.04 -0.14 -0.07 0.08
H 1.35344 -1.26186 -0.26657 -0.02 0.12 -0.08 0.13
H 1.36606 0.04413 0.92476 0.06 0.03 0.01 0.09
H -0.06622 -1.49825 1.90558 0.05 0.15 0.20 0.01
H -1.07159 -1.35835 0.20207 0.07 0.14 0.02 0.15
H -2.36229 1.38498 -0.35087 0.01 -0.14 0.00 0.10
H -2.53944 -0.03204 -1.41359 0.07 0.03 0.17 0.09
H -3.22505 -0.06236 0.23037 0.14 0.05 -0.08 0.09
```
Forces are in eV/Å.

For the lowest unoccupied orbital energy, the calculation gives 0.795 eV. As for the energy: -9438.80212 eV. The calculation puts the gap between HOMO and LUMO at 9.4 eV. As for the relative energy (zero: lowest compared OMol25 entry of this formula, charge and spin): 97.8 kcal/mol. For the largest force on an atom, the calculation gives 0.627 eV Å⁻¹.